(one)
Density functional theory data (ωB97M-V/def2-TZVPD) for a structure of composition C4H3IrLiO.

Atoms and positions in Å:
C1 -1.27 0.66 -1.27
C2 -0.95 -0.44 -1.80
H1 -1.10 -1.35 -2.37
Ir1 -1.17 2.14 0.39
O1 1.21 -0.39 2.03
C3 0.42 -0.59 1.16
C4 0.16 -0.20 -0.15
Li1 2.16 1.39 2.14
H2 1.07 0.10 -0.69
H3 -0.54 -1.33 0.55

Summary:
Gap between HOMO and LUMO (spin up / spin down) in eV: 6.73 / 7.60
Net charge: +3
Spin multiplicity: 5

(two)
Density functional theory data (ωB97M-V/def2-TZVPD) for a structure of composition C4H3IrLiO.

Atoms and positions in Å:
C1 -0.61 0.67 0.77
C2 -1.72 1.16 0.91
H1 -2.71 1.55 1.13
Li1 0.33 -2.34 0.98
O1 0.21 -0.35 -1.97
C3 1.00 -0.47 -1.05
C4 1.10 -0.18 0.26
Ir1 -1.52 0.45 -1.72
H2 2.28 -0.53 -0.49
H3 1.63 0.04 1.18

Summary:
Gap between HOMO and LUMO (spin up / spin down) in eV: 9.00 / 6.45
Net charge: +3
Spin multiplicity: 5

Which structure is the least stable? The one labeled (two).

(one)
Density functional theory data (ωB97M-V/def2-TZVPD) for a cluster of 5 separate species, CH12O5 in total.

Atoms and positions in Å:
C1 1.76 1.06 1.03
O1 0.62 0.54 0.57
H1 2.40 0.19 1.18
H2 2.21 1.75 0.33
H3 1.63 1.50 2.02
H4 0.83 -0.28 0.11
O2 -2.66 1.00 0.52
H5 -1.87 0.49 0.34
H6 -3.33 0.62 -0.04
O3 -1.39 -2.05 -1.24
H7 -0.51 -2.08 -0.87
H8 -1.46 -2.84 -1.78
O4 1.09 -2.07 0.00
H9 0.69 -2.43 0.79
H10 1.84 -2.63 -0.18
O5 -0.52 2.78 -0.97
H11 -1.14 2.27 -1.50
H12 -0.21 2.17 -0.30

Summary:
Gap between HOMO and LUMO in eV: 10.16
Net charge: 0

(two)
Density functional theory data (ωB97M-V/def2-TZVPD) for a cluster of 5 separate species, CH12O5 in total.

Atoms and positions in Å:
C1 2.52 -0.33 -0.15
O1 1.49 -1.35 -0.56
H1 3.29 -0.80 0.49
H2 2.09 0.52 0.37
H3 2.96 0.00 -1.08
H4 1.19 -1.18 -1.45
O2 -2.28 -0.58 -0.60
H5 -1.72 -0.67 0.18
H6 -3.07 -0.15 -0.25
O3 0.09 1.58 1.23
H7 -0.36 1.58 0.32
H8 -0.31 2.34 1.75
O4 -0.61 -1.09 1.41
H9 -0.33 -1.95 1.13
H10 0.03 -0.36 1.42
O5 -0.80 1.48 -1.29
H11 -1.48 0.81 -1.32
H12 -0.52 1.44 -2.26

Summary:
Gap between HOMO and LUMO in eV: 10.89
Net charge: 0

(three)
Density functional theory data (ωB97M-V/def2-TZVPD) for a cluster of 5 separate species, CH12O5 in total.

Atoms and positions in Å:
C1 -2.49 -0.81 -0.14
O1 -2.40 -0.87 1.42
H1 -2.26 0.09 -0.71
H2 -1.86 -1.69 -0.50
H3 -3.58 -0.93 -0.33
H4 -3.35 -1.01 1.70
O2 1.67 -2.28 -0.49
H5 1.23 -2.16 0.39
H6 2.58 -2.38 -0.33
O3 3.43 5.01 -0.36
H7 3.33 4.06 -0.29
H8 2.74 5.35 -1.00
O4 0.28 -1.01 1.61
H9 -0.66 -1.08 1.53
H10 0.46 -0.12 1.28
O5 -0.09 -0.01 -1.44
H11 0.34 -0.82 -1.06
H12 0.65 0.65 -1.27

Summary:
Gap between HOMO and LUMO in eV: 11.26
Net charge: 0

Which structure is the least stable? The one labeled (three).

(one)
Density functional theory data (ωB97M-V/def2-TZVPD) for a cluster of 2 separate species, C3H9FN3 in total.

Atoms and positions in Å:
C1 -2.06 -0.94 0.05
C2 -1.59 -0.11 0.96
C3 1.91 -0.09 -0.17
N1 -2.00 -0.71 -1.29
N2 1.60 -0.88 0.80
N3 1.52 -0.16 -1.34
F1 -0.97 1.09 0.45
H1 -2.48 -1.87 0.42
H2 -1.57 -0.15 2.04
H3 2.71 0.57 0.07
H4 -2.79 -1.22 -1.70
H5 1.00 -1.62 0.95
H6 2.35 -0.95 1.51
H7 0.66 -0.74 -1.64
H8 1.93 0.34 -2.14
H9 -1.85 0.24 -1.44

Summary:
Gap between HOMO and LUMO in eV: 8.89
Net charge: +1

(two)
Density functional theory data (ωB97M-V/def2-TZVPD) for a cluster of 2 separate species, C3H9FN3 in total.

Atoms and positions in Å:
C1 -0.54 0.91 1.26
C2 -0.25 1.07 -0.07
C3 -0.33 -0.89 -0.87
N1 0.43 0.57 2.18
N2 -0.57 -0.64 -2.19
N3 0.83 -1.47 -0.38
F1 1.12 1.10 -0.39
H1 -1.67 0.92 1.56
H2 -0.81 1.71 -0.69
H3 -1.11 -1.27 -0.36
H4 0.03 0.36 3.11
H5 0.24 -0.48 -2.74
H6 -1.38 -0.10 -2.33
H7 1.69 -1.42 -0.85
H8 0.90 -1.32 0.65
H9 1.42 0.95 2.11

Summary:
Gap between HOMO and LUMO in eV: 9.03
Net charge: +1

Which structure is the least stable? The one labeled (two).

(one)
Density functional theory data (ωB97M-V/def2-TZVPD) for an isolated molecule of C4H4O3.

Atoms and positions in Å:
C1 0.92 1.26 -0.33
C2 -0.39 0.78 0.23
O1 -1.39 1.44 0.32
C3 -0.37 -0.66 0.76
O2 -0.09 -0.95 1.90
C4 -0.72 -1.74 -0.26
O3 -1.10 -1.45 -1.37
H1 1.55 1.59 0.51
H2 0.75 2.09 -1.01
H3 1.45 0.45 -0.84
H4 -0.60 -2.79 0.09

Summary:
Gap between HOMO and LUMO in eV: 8.73
Net charge: 0

(two)
Density functional theory data (ωB97M-V/def2-TZVPD) for an isolated molecule of C4H4O3.

Atoms and positions in Å:
O1 0.46 -0.67 1.52
C1 -0.54 -0.90 0.62
C2 0.60 -0.44 -0.07
C3 1.46 0.48 -0.73
O2 1.57 -0.99 -0.81
C4 -1.66 1.03 -0.03
O3 -1.70 -0.02 0.68
H1 -0.96 -1.90 0.53
H2 1.15 0.95 -1.65
H3 2.27 0.94 -0.19
H4 -2.65 1.52 0.13

Summary:
Gap between HOMO and LUMO in eV: 9.39
Net charge: 0

(three)
Density functional theory data (ωB97M-V/def2-TZVPD) for a structure of composition C4H4O3.

Atoms and positions in Å:
C1 -1.52 0.36 -0.25
C2 -0.17 -0.24 -0.63
C3 1.40 -0.75 0.53
C4 0.84 0.60 -0.04
H1 -2.09 1.21 -0.80
H2 -0.53 0.00 -1.61
H3 1.09 -0.70 1.65
H4 2.36 -1.30 0.58
O1 -2.08 -0.16 0.71
O2 0.45 -1.42 -0.45
O3 1.11 1.70 0.06

Summary:
Gap between HOMO and LUMO in eV: 10.24
Net charge: 0

(four)
Density functional theory data (ωB97M-V/def2-TZVPD) for an isolated molecule of C4H4O3.

Atoms and positions in Å:
O1 -1.57 -0.17 1.52
C1 -1.31 -0.15 0.31
C2 0.02 0.05 -0.22
C3 0.24 0.36 -1.63
O2 1.34 0.53 -2.13
C4 1.09 -0.08 0.62
O3 1.01 -0.28 1.91
H1 -2.12 -0.36 -0.41
H2 -0.68 0.48 -2.24
H3 2.11 -0.04 0.23
H4 0.05 -0.25 2.15

Summary:
Gap between HOMO and LUMO in eV: 9.69
Net charge: 0

Which structure is the least stable? The one labeled (two).

(one)
Density functional theory data (ωB97M-V/def2-TZVPD) for a cluster of 2 separate species, C5H9O3 in total.

Atoms and positions in Å:
O1 0.57 -2.28 0.21
C1 -0.31 -1.39 0.29
O2 -1.04 -1.20 1.32
C2 -0.43 -0.33 -0.84
C3 -0.73 1.05 -0.23
C4 0.04 2.17 -0.96
C5 1.33 2.07 -1.24
H1 -1.15 -0.68 -1.56
H2 0.60 -0.35 -1.24
H3 -0.64 0.96 0.87
H4 -1.81 1.17 -0.44
H5 -0.55 2.98 -1.37
H6 2.06 1.35 -0.93
H7 1.74 2.89 -1.83
H8 0.54 -3.34 2.28
H9 -0.33 -2.16 2.63
O3 0.11 -2.93 3.06

Summary:
Gap between HOMO and LUMO in eV: 8.35
Net charge: -1

(two)
Density functional theory data (ωB97M-V/def2-TZVPD) for a cluster of 3 separate species, C5H9O3 in total.

Atoms and positions in Å:
O1 0.18 3.19 -0.65
C1 -0.37 2.01 -0.85
O2 0.86 -2.39 -1.66
C2 0.32 0.79 -0.01
C3 -0.65 -0.25 0.20
C4 -0.38 -1.71 0.72
C5 -1.23 -1.18 -0.50
O3 0.57 -0.20 2.71
H1 1.14 0.42 -0.63
H2 -1.42 2.07 -0.47
H3 0.04 -1.53 1.76
H4 0.10 0.02 3.53
H5 1.51 -2.77 -2.28
H6 -0.36 1.66 -1.89
H7 0.01 -2.54 0.10
H8 -1.05 -1.38 -1.55
H9 0.71 1.21 0.91

Summary:
Gap between HOMO and LUMO in eV: 4.49
Net charge: -1

Which structure is the least stable? The one labeled (two).

(one)
Density functional theory data (ωB97M-V/def2-TZVPD) for a cluster of 2 separate species, C6H8N2O4 in total.

Atoms and positions in Å:
N1 -1.92 -1.69 -0.04
O1 -0.47 -1.78 -0.18
C1 0.14 -0.62 0.21
C2 1.49 -0.73 0.41
C3 1.91 -2.17 0.45
C4 1.35 -3.34 0.11
O2 0.83 -4.41 0.07
C5 2.63 0.33 0.81
O3 3.98 -0.05 0.79
C6 3.59 0.62 -0.21
O4 4.02 1.01 -1.24
H1 -1.95 -1.44 1.00
H2 -2.21 -2.68 -0.28
H3 -0.50 0.27 0.11
H4 2.93 -2.27 0.79
H5 2.41 1.21 1.44
N2 -0.47 2.53 -0.10
H6 -0.98 2.43 0.81
H7 0.24 3.32 0.04
H8 -1.03 2.94 -0.90

Summary:
Gap between HOMO and LUMO in eV: 8.34
Net charge: 0

(two)
Density functional theory data (ωB97M-V/def2-TZVPD) for an isolated molecule of C6H8N2O4.

Atoms and positions in Å:
O1 -3.27 -1.30 -2.30
N1 -2.30 -0.68 -1.92
O2 -1.89 0.23 -2.54
C1 -1.72 -1.07 -0.66
C2 -0.98 -0.28 0.12
O3 -0.71 -0.65 1.35
C3 -0.27 1.00 -0.35
C4 0.87 1.43 0.57
C5 2.17 0.80 0.18
C6 2.23 -0.53 0.81
N2 1.82 -1.37 1.51
O4 1.57 -2.33 2.22
H1 -2.00 -2.06 -0.34
H2 -1.15 -1.46 1.55
H3 0.02 0.73 -1.44
H4 -1.04 1.69 -0.20
H5 0.60 1.15 1.54
H6 0.84 2.47 0.38
H7 3.03 1.52 0.48
H8 2.18 0.72 -0.96

Summary:
Gap between HOMO and LUMO in eV: 10.11
Net charge: 0

Which structure is the least stable? The one labeled (two).